1.
{"formula": "C3H7FN4", "method": "the ωB97M-V functional and the def2-TZVPD basis", "orbital_gap_ev": 11.2, "de_lowest_kcal_mol": 49.37, "charge": 0, "lumo_energy_ev": 0.746, "elements": ["C", "C", "C", "N", "N", "N", "N", "H", "H", "H", "H", "H", "H", "F", "H"], "positions_angstrom": [[-1.431, 0.247, -0.600], [-0.626, 0.595, 0.637], [0.825, 0.701, 0.313], [1.610, 1.860, 0.345], [2.788, 1.595, 0.174], [2.781, 0.305, -0.208], [1.638, -0.325, -0.054], [-2.392, -0.016, -0.178], [-0.797, -0.617, -0.962], [-1.509, 1.079, -1.378], [-0.702, -0.128, 1.363], [-0.987, 1.506, 0.941], [3.613, -0.310, -0.388], [1.753, -3.293, -0.123], [1.659, -2.454, 0.401]]}

---

2.
{"formula": "C6H8Cl14", "method": "the ωB97M-V functional and the def2-TZVPD basis", "orbital_gap_ev": [1.8, 9.2], "spin_multiplicity": 2, "de_lowest_kcal_mol": 6.33, "charge": -1, "lumo_energy_ev": [2.070, 2.025], "elements": ["Cl", "C", "C", "Cl", "H", "H", "H", "H", "C", "Cl", "Cl", "Cl", "H", "C", "Cl", "Cl", "Cl", "H", "C", "Cl", "Cl", "Cl", "H", "C", "Cl", "Cl", "Cl", "H"], "positions_angstrom": [[-0.041, 2.194, 3.788], [0.860, 1.306, 2.524], [1.530, 2.268, 1.572], [0.405, 3.396, 0.606], [0.061, 0.694, 2.106], [1.566, 0.661, 3.048], [2.166, 1.691, 0.900], [2.198, 2.896, 2.162], [2.732, -1.796, -1.725], [3.768, -1.094, -2.945], [2.977, -1.019, -0.199], [2.935, -3.588, -1.752], [1.714, -1.521, -2.002], [-0.513, -3.987, 1.853], [0.022, -4.977, 0.438], [0.343, -4.421, 3.324], [-2.270, -4.156, 1.915], [-0.225, -2.960, 1.628], [-2.068, -0.922, -1.178], [-3.685, -1.591, -0.876], [-1.152, -2.084, -2.152], [-1.213, -0.694, 0.340], [-2.194, 0.030, -1.694], [-1.879, 3.918, -2.186], [-2.701, 5.393, -2.945], [-0.941, 3.329, -3.564], [-3.149, 2.797, -1.631], [-1.244, 4.239, -1.360]]}

---

3.
{"formula": "C6H9NO2", "method": "the ωB97M-V functional and the def2-TZVPD basis", "orbital_gap_ev": 7.6, "de_lowest_kcal_mol": 86.17, "charge": 0, "lumo_energy_ev": -0.120, "elements": ["C", "C", "C", "C", "O", "C", "O", "C", "N", "H", "H", "H", "H", "H", "H", "H", "H", "H"], "positions_angstrom": [[-1.679, -0.048, -1.586], [-0.902, -0.063, -0.510], [0.555, -0.767, -0.287], [1.592, -0.235, -1.253], [0.568, -1.937, 0.097], [-0.802, 0.769, 0.646], [-0.958, 2.113, 0.513], [0.146, 0.325, 1.597], [-0.051, -0.774, 2.446], [-1.391, -0.579, -2.482], [-2.627, 0.476, -1.576], [1.583, 0.854, -1.282], [2.571, -0.614, -0.964], [1.381, -0.610, -2.255], [-1.178, 2.328, -0.404], [0.602, 1.165, 2.115], [0.549, -0.755, 3.257], [0.041, -1.647, 1.928]]}

---

4.
{"formula": "C5H46O20P", "method": "the ωB97M-V functional and the def2-TZVPD basis", "orbital_gap_ev": 5.3, "charge": -1, "lumo_energy_ev": 1.761, "elements": ["C", "C", "P", "C", "C", "C", "O", "O", "H", "H", "H", "H", "H", "H", "H", "H", "H", "H", "O", "H", "H", "O", "H", "H", "O", "H", "H", "O", "H", "H", "O", "H", "H", "O", "H", "H", "O", "H", "H", "O", "H", "H", "O", "H", "H", "O", "H", "H", "O", "H", "H", "O", "H", "H", "O", "H", "H", "O", "H", "H", "O", "H", "H", "O", "H", "H", "O", "H", "H", "O", "H", "H"], "positions_angstrom": [[2.509, -3.172, 1.726], [2.118, -2.700, 0.311], [0.774, -1.453, 0.163], [-0.863, -2.125, 0.625], [-1.090, -2.909, 1.946], [1.281, 0.019, 1.247], [1.083, 1.157, 0.743], [1.847, -0.200, 2.336], [2.437, -2.367, 2.454], [1.915, -4.035, 2.026], [3.549, -3.526, 1.717], [1.872, -3.544, -0.330], [2.981, -2.194, -0.114], [-1.491, -1.236, 0.660], [-1.167, -2.747, -0.215], [-1.850, -2.443, 2.553], [-0.192, -3.101, 2.532], [-1.498, -3.879, 1.669], [-1.006, -0.666, -2.476], [-0.437, -0.117, -1.913], [-1.040, -0.212, -3.325], [-3.146, -4.509, 3.362], [-3.937, -3.964, 3.431], [-3.446, -5.346, 2.995], [-3.723, -1.338, 2.099], [-4.122, -1.072, 1.261], [-3.598, -0.503, 2.558], [-3.777, 1.314, 1.217], [-4.151, 1.631, 0.390], [-3.636, 2.133, 1.711], [-1.141, 2.333, -0.561], [-0.324, 1.998, -0.138], [-0.799, 3.121, -1.003], [1.307, 3.114, -1.907], [2.084, 2.740, -1.472], [1.626, 3.929, -2.315], [-0.581, 5.272, -1.253], [0.004, 5.409, -0.499], [-0.307, 5.936, -1.894], [5.176, -1.453, -0.143], [5.162, -0.734, -0.783], [4.621, -1.132, 0.581], [7.340, -4.107, -0.667], [6.931, -3.351, -0.226], [6.949, -4.104, -1.546], [9.937, -5.951, 0.506], [9.408, -5.292, 0.038], [9.399, -6.173, 1.271], [2.531, 5.223, -3.553], [3.055, 5.051, -4.341], [3.113, 5.734, -2.980], [-3.438, -0.236, -0.995], [-2.832, -0.425, -1.736], [-2.974, 0.476, -0.528], [-6.312, -0.416, -2.117], [-5.555, -0.458, -1.515], [-7.075, -0.386, -1.530], [-3.666, 4.037, 1.018], [-3.148, 3.905, 0.211], [-3.228, 4.776, 1.459], [-8.296, 1.272, -0.562], [-8.682, 1.580, -1.388], [-8.135, 2.073, -0.055], [3.194, -4.178, -2.371], [3.676, -3.582, -1.786], [3.127, -3.700, -3.203], [3.462, 3.236, 0.142], [4.148, 2.923, 0.738], [2.677, 3.311, 0.700], [-3.207, 6.973, 1.161], [-3.455, 7.059, 0.235], [-3.970, 7.301, 1.648]]}